Density functional theory data (ωB97M-V/def2-TZVPD) for a molecular structure, C14H28AsN4NaO2S at a distorted geometry.

Each line ends with the Mulliken spin population.
Geometry (Å):
Na: 0.2525 0.4144 -0.5266  0.025
C: -0.1150 2.3002 2.9359  0.000
C: -1.1623 2.1375 1.8282  0.001
N: -1.2364 0.7871 1.2881  0.003
C: -1.5168 -0.3200 2.1906  -0.048
C: -0.4537 -1.4638 2.0493  -0.084
N: 0.7671 -0.9976 1.4156  0.009
C: 1.8768 -0.6520 2.2855  -0.003
C: 1.5379 0.4599 3.2741  0.002
N: 1.2146 1.7586 2.6830  0.000
H: -0.0489 3.3783 3.1231  0.000
H: -0.4812 1.8655 3.8698  0.000
H: -2.1178 2.5049 2.2319  0.000
H: -0.8866 2.7914 0.9950  0.000
H: -1.8346 0.7686 0.4734  -0.003
H: -1.5292 0.0519 3.2171  0.002
H: -2.5052 -0.7447 1.9999  -0.004
H: -0.2563 -1.9022 3.0374  -0.007
H: -0.8817 -2.2461 1.4261  0.086
H: 1.0581 -1.6205 0.6730  0.000
H: 2.2447 -1.5083 2.8728  0.000
H: 2.6963 -0.3031 1.6493  0.000
H: 0.7103 0.1363 3.9171  0.001
H: 2.4075 0.5537 3.9351  0.000
H: 1.4501 1.7846 1.6954  0.000
O: 1.9563 1.4748 -0.2879  -0.002
N: 2.4889 1.6208 -1.4853  0.004
C: 3.7189 1.0929 -1.7061  0.001
C: 4.3533 1.1908 -2.9115  -0.001
C: 3.6934 1.8590 -3.9496  -0.001
C: 2.4513 2.3884 -3.7252  -0.001
C: 1.7883 2.2981 -2.4746  -0.001
S: 0.2499 2.9552 -2.1610  -0.003
H: 4.1386 0.5975 -0.8440  0.000
H: 5.3327 0.7507 -3.0359  0.000
H: 4.1585 1.9537 -4.9235  0.000
H: 1.9113 2.9008 -4.5073  0.000
C: -2.1323 -2.8027 -3.0205  -0.020
As: -1.7977 -1.8823 -1.3172  0.087
C: -3.2502 -0.5570 -1.5515  0.000
C: -3.0874 -3.5755 -0.1296  0.675
O: -0.3604 -1.0121 -1.6737  0.367
H: -3.0986 -3.3094 -3.0139  0.007
H: -1.3395 -3.5312 -3.1900  -0.001
H: -2.0995 -2.0551 -3.8156  0.003
H: -4.1489 -1.0594 -1.9182  0.008
H: -2.9030 0.1714 -2.2859  -0.004
H: -3.5053 -0.0456 -0.6211  0.015
H: -3.9359 -3.7892 -0.7847  -0.073
H: -3.3825 -3.1611 0.8357  -0.046
H: -2.3902 -4.4079 -0.0418  0.009

Force components x, y, z for each atom (eV/Å):
Na -0.16 1.00 0.72
C 0.21 -0.06 -0.02
C 0.20 -0.14 -0.06
N -0.45 0.20 0.08
C 0.34 0.01 -0.06
C -0.03 0.31 -0.08
N 0.28 -0.38 0.18
C -0.16 0.20 -0.14
C -0.10 0.19 -0.06
N -0.19 -0.19 0.01
H 0.01 0.02 0.03
H -0.01 -0.02 0.02
H -0.10 0.02 0.04
H -0.02 -0.03 0.00
H -0.19 0.02 0.12
H 0.01 0.01 0.01
H -0.07 -0.04 0.01
H -0.02 -0.02 0.03
H -0.01 -0.03 -0.05
H -0.06 -0.03 0.06
H 0.00 -0.07 0.06
H -0.03 -0.05 0.02
H 0.03 0.00 -0.03
H 0.04 0.03 0.07
H 0.03 0.04 0.01
O 1.39 0.50 -0.04
N -0.03 0.24 -0.06
C -0.22 0.11 0.10
C 0.01 0.02 -0.09
C 0.03 -0.01 0.00
C -0.08 0.01 0.09
C 0.08 -0.06 0.22
S 0.19 -0.11 -0.04
H -0.05 0.01 0.03
H -0.02 0.01 0.00
H -0.02 0.00 0.01
H -0.01 0.02 -0.02
C 0.04 -0.01 -0.04
As -0.13 -0.47 0.03
C -0.07 -0.07 0.01
C -0.11 0.18 -0.12
O -0.70 -1.37 -1.10
H 0.03 0.03 -0.01
H -0.01 0.00 0.00
H 0.02 -0.03 0.02
H 0.03 0.03 0.02
H 0.00 0.01 0.01
H 0.02 -0.01 0.01
H 0.07 -0.01 0.12
H 0.03 -0.05 -0.08
H -0.07 0.05 0.00

Results
Spin multiplicity = 2
Gap between HOMO and LUMO (spin up / spin down) = 4.8 / 6.4 eV
LUMO energy (spin up / spin down) = 2.3 / 2.2 eV
Net charge = -1
<S²> = 0.7612
F_max = 0.0368 hartree/bohr